{
  "formula": "H12O6Tl",
  "method": "the ωB97M-V functional and the def2-TZVPD basis",
  "species": ["Tl", "O", "H", "H", "O", "H", "H", "O", "H", "H", "O", "H", "H", "O", "H", "H", "O", "H", "H"],
  "xyz": [[15.82, -19.09, 9.02], [13.98, -19.56, 10.26], [13.80, -20.50, 10.31], [13.15, -19.14, 10.50], [17.54, -18.53, 7.65], [17.77, -17.62, 7.43], [17.61, -19.00, 6.82], [15.95, -17.02, 8.17], [16.71, -16.54, 7.85], [15.20, -16.61, 7.74], [17.79, -20.16, 9.27], [18.53, -20.25, 8.67], [18.04, -20.66, 10.05], [16.61, -19.57, 11.05], [16.15, -19.34, 11.86], [17.31, -20.15, 11.33], [15.71, -21.23, 9.68], [15.34, -21.62, 10.47], [16.12, -21.97, 9.22]],
  "lowdin_charge": [1.5419, 0.0373, 0.1029, 0.1462, -0.0075, 0.1157, 0.1392, 0.0227, 0.1204, 0.1393, -0.0625, 0.1350, 0.1095, -0.0275, 0.1357, 0.1186, -0.0331, 0.1274, 0.1389],
  "charge": 3,
  "e_homo_ha": -0.9212,
  "spin_multiplicity": 1,
  "orbital_gap_ev": 9.09
}

{
  "formula": "C32H31AuN3OTe",
  "method": "the ωB97M-V functional and the def2-TZVPD basis",
  "species": ["Au", "N", "C", "C", "C", "C", "C", "C", "C", "C", "N", "C", "H", "H", "H", "H", "H", "H", "H", "H", "C", "C", "C", "C", "C", "C", "Te", "N", "C", "O", "C", "C", "C", "C", "C", "C", "C", "C", "C", "C", "C", "C", "C", "C", "C", "C", "H", "H", "H", "H", "H", "H", "H", "H", "H", "H", "H", "H", "H", "H", "H", "H", "H", "H", "H", "H", "H", "H", "H"],
  "xyz": [[0.48, -1.21, -0.02], [-1.01, 0.23, -0.51], [-0.65, 1.62, -0.72], [-1.28, 2.37, -1.67], [-0.93, 3.72, -1.88], [0.04, 4.30, -1.11], [0.71, 3.55, -0.12], [1.72, 4.10, 0.71], [2.34, 3.30, 1.62], [1.96, 1.94, 1.71], [1.03, 1.40, 0.98], [0.39, 2.19, 0.07], [-1.46, -0.13, -1.35], [-1.70, 0.18, 0.24], [-2.06, 1.92, -2.28], [-1.44, 4.28, -2.65], [0.31, 5.34, -1.25], [1.98, 5.14, 0.60], [3.12, 3.69, 2.27], [2.47, 1.28, 2.40], [5.94, 3.07, -6.67], [5.33, 2.25, -5.57], [5.18, 0.87, -5.70], [4.62, 0.09, -4.69], [4.49, -1.39, -4.91], [4.18, 0.72, -3.51], [3.30, -0.48, -1.99], [1.67, -2.77, 0.23], [1.70, -3.59, 1.28], [0.69, -4.11, 1.76], [3.07, -3.95, 1.80], [4.23, -3.48, 1.21], [5.47, -3.82, 1.73], [5.55, -4.63, 2.86], [4.39, -5.10, 3.46], [3.15, -4.76, 2.93], [1.62, -1.17, -3.07], [1.36, -2.53, -3.04], [0.19, -3.04, -3.58], [-0.72, -2.18, -4.18], [-0.45, -0.83, -4.24], [0.72, -0.29, -3.70], [0.98, 1.19, -3.83], [4.31, 2.10, -3.36], [3.87, 2.87, -2.14], [4.89, 2.84, -4.40], [6.25, 2.44, -7.51], [6.82, 3.61, -6.31], [5.23, 3.81, -7.04], [5.52, 0.38, -6.60], [5.00, -1.68, -5.83], [3.45, -1.69, -4.99], [4.92, -1.95, -4.08], [4.17, -2.86, 0.32], [6.38, -3.45, 1.27], [6.52, -4.90, 3.27], [4.45, -5.74, 4.33], [2.23, -5.11, 3.38], [2.05, -3.19, -2.54], [-0.01, -4.10, -3.52], [-1.64, -2.57, -4.61], [-1.14, -0.16, -4.74], [0.08, 1.71, -4.14], [1.75, 1.38, -4.58], [1.34, 1.61, -2.89], [3.30, 2.25, -1.45], [3.24, 3.72, -2.43], [4.73, 3.27, -1.61], [4.99, 3.91, -4.27]],
  "lowdin_spin": [0.0798, 0.0054, 0.0019, 0.0003, 0.0001, 0.0001, 0.0001, -0.0001, 0.0001, -0.0001, 0.0018, 0.0004, 0.0006, 0.0004, 0.0000, 0.0000, 0.0000, 0.0000, 0.0000, 0.0000, 0.0000, 0.0000, 0.0000, 0.0001, 0.0000, 0.0010, 0.0001, 0.7150, 0.0670, 0.0910, 0.0160, 0.0098, 0.0008, -0.0005, 0.0014, 0.0028, -0.0011, -0.0006, 0.0004, -0.0001, 0.0000, -0.0001, 0.0000, 0.0001, 0.0000, 0.0001, 0.0000, 0.0000, 0.0000, 0.0000, 0.0000, 0.0000, 0.0000, 0.0058, 0.0000, -0.0001, 0.0001, 0.0010, -0.0009, 0.0000, 0.0000, 0.0000, 0.0000, 0.0000, 0.0000, 0.0000, 0.0000, 0.0000, 0.0000],
  "s_squared": 0.758,
  "e_homo_ha": [-0.2789, -0.2771],
  "spin_multiplicity": 2,
  "orbital_gap_ev": [7.17, 7.13]
}

Calculated values (u) of M for the records, taken in order: 312.473; 798.187.
Calculated values (eV) of total energy for the records, taken in order: -17136.5147; -51189.5507.